C22H24FN3O3S in the gas phase at a distorted geometry. Source: the Open Molecules 2025 dataset; level of theory: wB97M-V/def2-TZVPD.

Calculated values
- orbital gap (eV) = 8.2865
- SMILES string = O=S(=O)(NC[C@@H](c1ccco1)N1CCN(c2ccccc2F)CC1)c1ccccc1
- E (eV) = -47367.4445
- ΔE to the lowest compared entry with this formula, charge and spin (kcal per mole) = 82.12

```
54
C22H24FN3O3S wB97M-V/def2-TZVPD
S 2.05 -1.84 -2.08
F -1.53 3.87 2.31
O 2.12 -2.32 -0.73
O -0.72 -2.48 -0.91
O 1.38 -2.62 -3.08
N 1.45 -0.27 -2.05
N -1.76 0.34 -0.12
N -2.94 1.32 2.28
C 4.62 -0.97 -1.75
C 5.33 -1.41 -4.40
C -1.90 1.77 0.09
C -2.73 -0.10 2.06
C -1.80 -1.91 -2.77
C 4.04 -1.71 -3.97
C 0.63 0.13 -0.93
C 3.71 -1.49 -2.64
C -1.74 -3.32 -2.69
C -2.63 1.32 4.67
C -1.07 -3.61 -1.54
C -2.44 1.93 3.41
C -2.21 1.90 5.84
C 5.90 -0.67 -2.18
C -1.16 -1.44 -1.66
C -1.58 3.14 5.84
C -1.39 3.77 4.63
C -1.52 -0.32 1.15
C 6.25 -0.89 -3.50
C -3.09 2.00 1.02
C -0.89 -0.04 -1.21
C -1.80 3.18 3.45
H -0.90 4.74 4.57
H -1.15 0.61 -2.06
H -1.25 3.60 6.75
H -2.09 2.26 -0.87
H -2.14 -4.02 -3.40
H -2.25 -1.32 -3.54
H -1.00 2.22 0.54
H 3.30 -2.12 -4.63
H 5.60 -1.58 -5.43
H -0.79 -4.53 -1.09
H -1.37 -1.38 0.98
H -0.62 0.08 1.66
H -2.57 -0.61 3.00
H 1.04 -0.04 -2.95
H 6.63 -0.27 -1.49
H -3.98 1.58 0.54
H 0.85 1.18 -0.69
H -3.62 -0.50 1.57
H -3.15 0.38 4.71
H -3.26 3.07 1.18
H -2.38 1.39 6.78
H 0.93 -0.50 -0.10
H 7.25 -0.65 -3.84
H 4.32 -0.83 -0.72
```



C22H24FN5S in the gas phase at a distorted geometry. Source: the Open Molecules 2025 dataset; level of theory: wB97M-V/def2-TZVPD.

Calculated values
- orbital gap (eV) = 7.7079
- SMILES string = CCN(CC)CCSc1nnc2c3cc(F)ccc3n(Cc3ccccc3)c2n1
- E (eV) = -44206.4974
- ΔE to the lowest compared entry with this formula, charge and spin (kcal per mole) = 2.80

```
53
C22H24FN5S wB97M-V/def2-TZVPD
S 2.70 0.61 -2.11
F -4.90 -4.41 -0.51
N 0.54 3.20 -1.39
N 0.23 -0.24 -2.50
N -0.83 -0.98 -2.28
N 0.24 -2.87 0.48
N 1.49 -1.24 -0.74
C 1.96 1.94 -3.11
C 0.13 -1.74 3.44
C -0.76 2.94 -1.98
C 0.42 -1.96 -0.50
C -3.63 -4.05 -0.24
C 1.32 -0.39 -1.76
C -3.02 -3.10 -1.04
C 0.91 0.45 4.03
C -0.77 -1.84 -1.29
C -1.69 -4.30 1.17
C 1.19 -3.05 1.57
C 1.66 3.22 -2.30
C 1.12 -1.84 2.47
C -3.00 -4.64 0.85
C -1.71 -2.76 -0.72
C -1.05 -3.36 0.39
C 2.00 -0.79 2.29
C 0.75 2.49 -0.14
C 0.03 -0.60 4.22
C 0.19 3.28 1.04
C -1.14 3.97 -3.04
C 1.90 0.36 3.06
H -0.57 3.83 -3.95
H 0.67 4.26 1.09
H -3.54 -5.37 1.43
H -0.97 4.97 -2.66
H -3.53 -2.66 -1.88
H 0.93 -3.97 2.10
H 0.38 2.74 1.97
H 0.28 1.49 -0.15
H -1.49 3.00 -1.16
H 2.18 -3.14 1.13
H -0.56 -2.56 3.59
H -0.88 3.42 0.94
H -1.21 -4.77 2.01
H 1.82 2.34 0.02
H -0.74 -0.53 4.97
H -2.20 3.86 -3.28
H 1.06 1.52 -3.57
H 2.76 -0.85 1.52
H 1.48 4.02 -3.03
H 2.69 2.17 -3.88
H 0.83 1.34 4.64
H -0.82 1.92 -2.40
H 2.55 3.49 -1.73
H 2.58 1.17 2.91
```



A molecular structure, C22H24I2IrN3O at a distorted geometry. Source: the Open Molecules 2025 dataset; level of theory: wB97M-V/def2-TZVPD.

Calculated values
- orbital gap (spin up / spin down) (eV) = 4.0634 / 4.1716
- expectation value of S² = 0.76
- charge = +3
- E (eV) = -48732.2852
- multiplicity = 2

```
53
C22H24I2IrN3O wB97M-V/def2-TZVPD
Ir -0.18 -0.49 -0.19
I 4.48 -1.29 -1.52
I 5.96 3.84 0.90
O 1.65 -0.22 -0.60
N -0.26 1.62 -0.14
N -2.20 -0.23 -0.08
N 0.25 -4.80 -1.49
C -0.99 -4.17 1.57
C 0.75 2.27 0.74
C 0.51 -1.88 2.00
C 4.51 2.52 0.42
C 0.10 -2.21 0.69
C -4.90 0.28 0.22
C 1.48 -4.00 -1.80
C 0.11 -2.65 3.09
C -3.10 -1.24 -0.06
C -1.63 2.15 0.09
C -3.99 1.32 0.19
C 2.51 0.68 -0.26
C 2.17 1.91 0.37
C 3.90 0.42 -0.58
C 4.87 1.33 -0.24
C -0.87 -3.95 -0.91
C 0.58 -6.00 -0.65
C 3.15 2.79 0.71
C -4.44 -1.03 0.09
C -2.65 1.04 0.04
C -0.67 -3.77 2.88
C -0.59 -3.44 0.47
H -5.96 0.48 0.35
H -1.58 -5.06 1.43
H 0.61 3.35 0.68
H -1.76 -4.58 -0.92
H 1.22 -3.21 -2.50
H -0.33 -6.55 -0.45
H -5.12 -1.87 0.10
H -1.85 2.94 -0.63
H 0.41 -2.38 4.09
H -1.67 2.60 1.08
H -1.02 -3.13 -1.63
H 1.19 -1.05 2.16
H 1.85 -3.58 -0.87
H -4.32 2.34 0.30
H 1.28 -6.61 -1.21
H -0.11 -5.15 -2.38
H 0.01 1.77 -1.11
H 1.04 -5.65 0.28
H 5.90 1.13 -0.49
H -0.99 -4.38 3.71
H 0.55 1.97 1.77
H -2.69 -2.23 -0.16
H 2.88 3.72 1.20
H 2.22 -4.66 -2.23
```



C22H24N4O2S in the gas phase. Source: the Open Molecules 2025 dataset; level of theory: wB97M-V/def2-TZVPD.

Calculated values
- orbital gap (eV) = 8.2312
- SMILES string = CCCOc1cccc(-c2cc(C(=O)NNC(=S)NCC)c3ccccc3n2)c1
- E (eV) = -44094.7048
- ΔE to the lowest compared entry with this formula, charge and spin (kcal per mole) = 25.89

```
53
C22H24N4O2S wB97M-V/def2-TZVPD
S -5.80 -0.55 2.00
O 5.60 0.02 0.05
O -2.84 0.97 -1.60
N -5.07 0.28 -0.39
N -3.87 -0.40 -0.16
N -7.03 1.19 0.45
N 0.97 -1.67 0.37
C 0.84 -0.38 0.18
C 6.82 0.74 0.16
C 3.28 -0.09 0.16
C -0.08 -2.48 0.16
C -7.31 1.97 -0.73
C -0.40 0.19 -0.21
C 7.95 -0.20 -0.25
C -2.14 -4.30 -0.31
C 4.44 0.66 0.33
C 1.93 1.78 0.81
C -1.49 -0.61 -0.40
C -1.36 -2.02 -0.24
C 3.08 2.53 0.99
C -0.89 -4.75 0.13
C 2.03 0.46 0.39
C -5.97 0.38 0.62
C 0.13 -3.87 0.36
C 9.30 0.48 -0.17
C -8.63 2.71 -0.56
C -2.37 -2.96 -0.49
C -2.76 0.06 -0.79
C 4.33 1.99 0.74
H -4.92 1.02 -1.07
H -3.33 -2.63 -0.85
H -6.50 2.69 -0.90
H -2.93 -5.01 -0.50
H -0.48 1.26 -0.38
H -0.73 -5.81 0.28
H 9.33 1.35 -0.84
H 6.97 1.08 1.20
H 6.81 1.62 -0.50
H 3.36 -1.12 -0.15
H -7.36 1.31 -1.61
H -9.44 2.01 -0.42
H -7.73 1.14 1.17
H -8.83 3.31 -1.44
H 9.51 0.82 0.84
H 3.01 3.55 1.32
H -8.58 3.37 0.30
H 1.10 -4.19 0.67
H 7.93 -1.07 0.41
H -3.89 -0.93 0.71
H 7.76 -0.55 -1.26
H 10.09 -0.20 -0.47
H 0.97 2.22 1.03
H 5.21 2.60 0.88
```